DFT (wB97M-V/def2-TZVPD) results for 9 unconnected molecules or ions with the total composition C20H50F2NO22S5.

Results
- Net charge: -1
- Max |F|: 0.089 hartree/bohr
- LUMO energy: 1.963 eV
- HOMO level: -0.2450 Eh
- Frontier orbital gap: 8.63 eV

CARTESIAN COORDINATES (ANGSTROEM)
N 0.77819 0.17547 -0.35658
S 0.57109 -0.15953 -1.91630
O 1.09721 0.83548 -2.78758
O -0.66534 -0.79210 -2.26730
F 1.64214 -1.31916 -2.03137
S -0.31427 1.41017 -0.20935
O -1.68132 0.99855 -0.11777
O 0.06265 2.69252 -0.69639
F -0.02725 1.63471 1.37277
C -2.29807 -4.08400 0.19324
C -1.96856 -4.76223 1.51793
C -0.55529 -5.28576 1.47585
S 0.34005 -4.01080 0.59985
O 1.18336 -4.58379 -0.41591
O 0.83078 -3.06352 1.55736
C -1.08867 -3.26050 -0.16852
H -3.20820 -3.50092 0.35558
H -2.61678 -4.77566 -0.59433
H -2.75238 -5.44916 1.83507
H -1.98067 -3.97071 2.28011
H -0.57336 -6.19303 0.85641
H -0.11996 -5.65083 2.40168
H -0.71364 -3.08276 -1.18199
H -1.18949 -2.21099 0.12417
C -4.87114 -1.36211 -1.59899
C -4.43512 -0.51697 -0.38997
C -4.76962 0.91203 -0.80235
S -4.33375 1.06074 -2.54204
O -3.03102 1.61204 -2.71538
O -5.51582 1.54491 -3.21427
C -4.16905 -0.71849 -2.77723
H -5.95059 -1.20033 -1.70045
H -4.66180 -2.42450 -1.49846
H -3.35914 -0.58096 -0.21115
H -4.96779 -0.75999 0.53075
H -4.52180 1.80196 -0.22889
H -5.86499 0.96559 -0.87568
H -3.09711 -0.93523 -2.75504
H -4.46124 -0.90595 -3.81144
C -3.01072 2.66756 2.40348
C -4.44206 2.37051 2.83912
O -5.23955 3.49553 2.38182
S -4.34343 4.63501 1.74508
O -4.06249 5.59322 2.75608
O -4.87292 5.08565 0.51856
O -3.08558 3.72414 1.44750
H -2.50118 1.80469 1.98375
H -2.40633 3.02349 3.24111
H -4.58801 2.33863 3.91769
H -4.90939 1.48766 2.40579
C 4.95651 -3.35547 0.39104
C 4.37483 -2.76454 -0.86364
O 3.97443 -1.42742 -0.65590
O 4.03523 -3.53376 1.44973
H 5.80510 -2.73190 0.71713
H 5.54052 -4.28479 0.27221
H 3.48781 -3.34559 -1.16289
H 5.08509 -2.89713 -1.69257
H 4.26967 -0.93377 -1.42659
H 3.80581 -4.46349 1.50674
C 2.41045 1.76265 5.34246
C 2.41661 2.83196 4.28342
O 1.90724 2.30367 3.07055
O 3.41854 0.81139 4.98419
H 1.43343 1.27818 5.37001
H 2.74346 2.24059 6.27156
H 3.45121 3.15246 4.11163
H 1.82462 3.68649 4.63040
H 1.59365 3.05094 2.54979
H 3.32812 0.03618 5.54200
C 0.47521 5.58274 1.01711
C 1.97482 5.45978 1.01676
O 2.55048 5.76459 2.29304
O -0.12248 4.61363 1.86839
H 0.11496 5.51721 -0.01325
H 0.15020 6.56737 1.38915
H 2.39127 6.17064 0.29504
H 2.24352 4.43363 0.75996
H 1.90316 6.27531 2.78840
H -0.71942 4.10390 1.31311
C 3.68813 2.14950 -0.90555
C 4.72494 1.94791 -1.98260
O 4.71497 0.59440 -2.42636
O 4.04085 1.61919 0.34310
H 2.75520 1.68122 -1.22737
H 3.49931 3.23540 -0.89320
H 5.71471 2.19683 -1.57040
H 4.53366 2.64864 -2.80228
H 5.23718 0.54842 -3.23031
H 4.56662 2.24559 0.84545
C 0.62482 -4.43979 -4.04503
C -0.32892 -3.51969 -4.74614
O 0.24379 -2.76043 -5.80768
O 0.76375 -5.66269 -4.77899
H 0.15430 -4.70043 -3.09064
H 1.56850 -3.90767 -3.91018
H -0.69662 -2.78841 -4.01732
H -1.23049 -4.04434 -5.08309
H -0.10467 -3.07154 -6.64539
H 1.42536 -6.18788 -4.32100

DFT (wB97M-V/def2-TZVPD) results for a molecular structure, C20H50FeN2O4Si2.

Results
- Max |F|: 0.055 hartree/bohr
- 2S+1: 5
- Energy above the lowest of the compared OMol25 structures with the same formula, charge and spin: 1.337 eV
- LUMO energy (spin up / spin down): 0.074 / 0.074 eV
- HOMO level (spin up / spin down): -0.2248 / -0.2385 Eh
- Frontier orbital gap (spin up / spin down): 6.19 / 6.57 eV

CARTESIAN COORDINATES (ANGSTROEM)
O -0.42192 -1.05825 -1.83973
O 0.82491 0.91060 -3.16048
C 0.33513 -2.33879 -2.25208
C -0.43060 -3.47132 -1.62266
H 1.35331 -2.20557 -1.87218
H 0.31763 -2.33960 -3.34764
H -0.53965 -3.33039 -0.53695
H 0.10079 -4.42111 -1.78097
H -1.42526 -3.56981 -2.08079
C -1.73403 -0.79866 -2.54828
C -1.67443 -1.03940 -4.03010
H -1.98258 0.23357 -2.29095
H -2.43194 -1.47403 -2.04971
H -0.95904 -0.37862 -4.53807
H -2.66641 -0.80855 -4.43681
H -1.45595 -2.08566 -4.27876
C 0.34815 2.26433 -3.03984
C 2.10552 0.68439 -3.76799
C -0.64751 2.60235 -4.12045
H 1.20865 2.94944 -3.04809
H -0.12894 2.32981 -2.05234
H -0.18571 2.56279 -5.11175
H -1.01299 3.61876 -3.95114
H -1.51046 1.92672 -4.09806
C 2.08163 0.84754 -5.27160
H 2.38178 -0.34585 -3.50196
H 2.84712 1.36038 -3.31355
H 1.28985 0.24493 -5.73028
H 3.03824 0.50013 -5.67075
H 1.95285 1.89260 -5.56423
H 0.20525 -0.27159 -1.88940
Fe 0.02527 -0.19974 1.68075
C 1.38782 0.15317 0.15502
Si 3.16989 0.53530 0.64141
H 1.33158 -0.79744 -0.40204
H 0.91949 0.97110 -0.42584
C 4.31400 -0.60120 -0.33326
C 3.66992 0.31079 2.43881
C 3.56163 2.32973 0.22212
C -1.71290 -1.03986 1.31383
Si -3.20609 0.10427 1.23454
H -1.85690 -1.77600 2.14211
H -1.55367 -1.64474 0.39575
C -4.46715 -0.68318 0.08108
C -2.76767 1.83740 0.64836
C -3.99848 0.20557 2.93238
H 3.01277 2.65719 -0.66967
H 4.63904 2.43869 0.02982
H 3.29300 2.98644 1.06249
H 4.05348 -1.65127 -0.14387
H 5.35516 -0.44110 -0.01750
H 4.23979 -0.40852 -1.41074
H 3.22788 -0.58948 2.89163
H 3.38637 1.18626 3.04302
H 4.76624 0.20645 2.47471
H -3.25591 2.02445 -0.31952
H -1.68615 1.99275 0.51684
H -3.14289 2.58174 1.36753
H -4.93197 0.78242 2.86787
H -3.33832 0.69631 3.66239
H -4.24354 -0.80128 3.29867
H -5.46650 -0.27659 0.28880
H -4.50364 -1.76906 0.24840
H -4.24180 -0.50585 -0.97763
C -0.87808 0.56905 5.85423
C -0.32047 0.10379 4.55920
N -0.46803 0.80774 3.42020
O -1.27629 1.96138 3.61803
C 0.39014 -1.10763 4.38776
C 0.75503 -2.05812 5.45844
N 0.72674 -1.37756 3.08451
O 1.53896 -2.34520 2.81849
H -1.33565 1.55515 5.75206
H -0.08782 0.62571 6.61370
H -1.63437 -0.13302 6.23103
H -1.12704 2.51994 2.82874
H 0.36087 -3.06044 5.24568
H 1.84458 -2.13744 5.56717
H 0.34827 -1.72923 6.42008

DFT (wB97M-V/def2-TZVPD) results for 6 unconnected molecules or ions with the total composition C20H51F3N2O6PS.

Results
- Net charge: +1
- Max |F|: 0.151 hartree/bohr
- LUMO energy: -3.376 eV
- HOMO level: -0.4124 Eh
- Frontier orbital gap: 7.85 eV

CARTESIAN COORDINATES (ANGSTROEM)
C 3.90160 1.62397 0.84173
C 2.99301 0.62003 1.82336
O 3.31709 0.62661 3.11731
N 1.87273 -0.14866 1.16539
C 1.31526 -1.25572 2.02796
C 0.80316 0.74456 0.57763
C 0.00817 0.04792 -0.71747
C 0.98425 -0.06429 -2.06175
C 1.14956 -1.67093 -2.36581
N 2.34812 -2.03816 -3.21340
C 2.44323 -3.51105 -3.57418
C 2.61882 -4.51728 -2.28779
C 4.09281 -5.22687 -2.16211
F 5.16621 -4.58591 -2.95910
F 4.00710 -6.68373 -2.44912
F 4.52134 -5.11570 -0.72465
P 3.92464 -1.52316 -2.55642
S 4.16164 -1.82915 -0.64808
H 3.98684 2.63817 1.43942
H 3.33895 1.85547 -0.16816
H 4.98948 1.21814 0.68956
H 0.16589 -1.37097 1.72584
H 1.80712 -2.29702 1.72697
H 1.32081 -1.04906 3.17903
H 0.00108 0.95100 1.40498
H 1.18656 1.79045 0.19890
H -0.97068 0.68744 -0.95202
H -0.37522 -0.99950 -0.35705
H 1.98710 0.50872 -1.87166
H 0.34449 0.41374 -2.94852
H 1.08112 -2.28013 -1.35830
H 0.18654 -1.99044 -2.99335
H 2.22618 -1.52067 -4.13547
H 3.25128 -3.70112 -4.43255
H 1.40229 -3.80140 -4.08141
H 2.38207 -4.02637 -1.24464
H 1.83162 -5.39898 -2.41278
H 5.01294 -2.05197 -3.37608
H 3.98377 -0.06690 -2.74425
C 3.16987 3.96893 5.86668
C 4.52440 3.31579 6.04835
O 4.36216 1.98280 6.50998
H 2.61507 3.97331 6.81063
H 3.27753 4.99900 5.51531
H 2.56478 3.41142 5.14428
H 5.11740 3.86320 6.78707
H 5.08010 3.29597 5.10587
H 3.84157 1.50301 5.84304
C -1.75456 2.63054 4.31050
C -2.60161 1.43514 3.92593
O -1.82395 0.50880 3.18202
H -1.35469 3.12206 3.41755
H -2.34071 3.35657 4.88094
H -0.89577 2.31872 4.91387
H -3.44619 1.74827 3.30492
H -2.99455 0.93063 4.81392
H -1.08144 0.23055 3.74529
C -6.01743 3.63579 1.59523
C -5.58629 4.50880 2.75555
O -4.18911 4.75241 2.68632
H -5.47843 2.68283 1.60962
H -7.09167 3.43481 1.63645
H -5.78543 4.11845 0.64024
H -5.79979 4.01340 3.70740
H -6.11142 5.46874 2.74073
H -4.01118 5.20005 1.84135
C -8.99734 1.35738 -0.53377
C -9.96740 1.19398 0.61803
O -9.89975 2.32536 1.47341
H -7.97428 1.47436 -0.16158
H -9.03395 0.49116 -1.20040
H -9.23067 2.25739 -1.11199
H -9.71742 0.30587 1.20606
H -10.99422 1.08936 0.25448
H -10.13159 3.10750 0.94376
C 4.14327 -4.70551 -8.56175
C 3.12402 -5.22210 -7.56745
O 2.49146 -4.13327 -6.91125
H 4.89804 -4.09400 -8.05654
H 4.64331 -5.53285 -9.07317
H 3.66442 -4.06605 -9.31047
H 3.60988 -5.84255 -6.80852
H 2.35860 -5.82389 -8.06690
H 2.05599 -3.59322 -7.59295

DFT (wB97M-V/def2-TZVPD) results for a molecular structure, C20H51N4O7S3.

Results
- Net charge: -1
- Max |F|: 0.032 hartree/bohr
- Energy above the lowest of the compared OMol25 structures with the same formula, charge and spin: 0.000 eV
- LUMO energy: 2.417 eV
- HOMO level: -0.2235 Eh
- Frontier orbital gap: 8.50 eV

CARTESIAN COORDINATES (ANGSTROEM)
C 2.92191 0.03986 1.09886
C 3.38680 0.83855 -0.15294
C 3.43627 2.33768 0.13092
C 3.63242 3.23452 -1.09276
C 3.70542 4.74056 -0.75790
C 2.32503 5.42657 -0.80196
C 1.88316 6.12516 0.48918
C 1.93366 5.29826 1.78567
S 0.54553 4.23575 2.27084
O 0.08137 4.84614 3.50165
O 1.06858 2.88538 2.29225
N -0.51976 4.44109 1.12235
S -1.11491 3.23590 0.34121
O -2.06579 3.77495 -0.61558
O -1.57820 2.15267 1.17585
S 0.33916 2.32831 -0.88499
H 3.68514 -0.69057 1.41587
H 2.72733 0.70563 1.95433
H 2.00727 -0.53306 0.89115
H 4.39120 0.47008 -0.41929
H 2.66954 0.62756 -0.95847
H 2.45883 2.60768 0.57488
H 4.20437 2.55606 0.89614
H 4.53936 2.93130 -1.64219
H 2.73886 3.07578 -1.72278
H 4.16599 4.86903 0.23758
H 4.37172 5.22770 -1.48743
H 1.56003 4.68849 -1.08216
H 2.33447 6.18997 -1.59875
H 2.50181 7.03023 0.63781
H 0.84735 6.47434 0.35351
H 2.81709 4.63996 1.81834
H 1.99955 5.98567 2.64166
H 0.41458 3.32081 -1.76841
C 2.07459 -5.27641 -1.66785
C 1.90482 -4.26174 -0.54074
C 1.29778 -2.92967 -0.98925
O 2.18925 -2.06927 -1.66382
C 2.36624 -2.28567 -3.04463
N 3.19183 -4.09085 0.14186
H 2.93034 -5.03092 -2.29883
H 2.24968 -6.26970 -1.25318
H 1.18423 -5.32025 -2.29879
H 1.20211 -4.68015 0.18639
H 0.99745 -2.37899 -0.09537
H 0.38959 -3.09009 -1.58646
H 1.43888 -2.63263 -3.51349
H 3.16117 -3.00788 -3.25744
H 2.64699 -1.32960 -3.48663
H 3.06037 -3.50599 0.96310
H 3.79528 -3.54152 -0.46623
C -5.75421 -0.04226 -1.74412
C -4.67032 0.92957 -1.27974
C -3.35171 0.82014 -2.05130
O -2.55437 -0.30243 -1.70153
C -2.89149 -1.50864 -2.34362
N -4.48524 0.78613 0.16399
H -5.56455 -1.05130 -1.37597
H -6.72388 0.26854 -1.35277
H -5.82028 -0.07894 -2.83431
H -5.03445 1.94615 -1.46126
H -2.76565 1.70214 -1.79880
H -3.51899 0.83184 -3.13925
H -3.23387 -1.33219 -3.37062
H -3.66778 -2.07170 -1.80980
H -1.99079 -2.12301 -2.37674
H -3.84523 1.50538 0.49567
H -3.98473 -0.08455 0.33181
C -3.35285 -2.85925 3.53348
C -3.14311 -3.74578 2.30981
C -1.70807 -4.27129 2.15965
O -0.76990 -3.32962 1.68654
C -0.22262 -2.45669 2.66049
N -3.61935 -3.03034 1.11998
H -2.94800 -1.85970 3.37386
H -4.41874 -2.74860 3.73259
H -2.87964 -3.28598 4.42057
H -3.77421 -4.63394 2.42707
H -1.71874 -5.06897 1.41009
H -1.35384 -4.71134 3.10340
H -0.10479 -2.96852 3.62086
H -0.82830 -1.55958 2.80162
H 0.75867 -2.14397 2.30246
H -3.59501 -3.64916 0.31354
H -2.95967 -2.28886 0.89927

DFT (wB97M-V/def2-TZVPD) results for 9 unconnected molecules or ions with the total composition C20H52BF4N3O10S5.

Results
- Net charge: +2
- Max |F|: 0.085 hartree/bohr
- Energy above the lowest of the compared OMol25 structures with the same formula, charge and spin: 7.488 eV
- LUMO energy: -6.451 eV
- HOMO level: -0.4288 Eh
- Frontier orbital gap: 5.22 eV

CARTESIAN COORDINATES (ANGSTROEM)
N -1.96650 -5.95839 -2.90841
H -1.03460 -5.87988 -2.52696
H -2.45773 -6.73639 -2.49188
H -1.73566 -6.19832 -3.86196
H -2.53824 -5.13059 -2.81930
N -3.10683 -1.16049 -8.06701
H -3.64424 -1.14200 -7.21205
H -3.56207 -1.09818 -8.96644
H -2.70192 -2.08194 -8.15107
H -2.42241 -0.41878 -8.02781
N -6.36774 0.15018 -0.73242
H -6.60636 -0.33480 -1.58564
H -7.10674 -0.13170 -0.10430
H -6.38643 1.15410 -0.84152
H -5.44425 -0.12680 -0.43159
B -0.29172 0.20524 -2.17423
F 0.63879 -0.83339 -2.12708
F 0.13822 1.40058 -2.69402
F -1.31190 -0.27888 -2.95512
F -0.76571 0.50032 -0.91195
C -1.43645 4.00796 7.21361
C -1.55540 4.16745 5.62907
C -2.92687 4.79462 5.31302
S -2.94091 6.17970 6.61672
O -4.32819 6.22783 7.05393
O -2.16794 7.33674 5.99324
C -1.96316 5.30473 7.92974
H -0.51095 3.77930 7.74208
H -2.12087 3.17798 7.38908
H -1.43924 3.17556 5.19230
H -0.88506 4.94411 5.26088
H -3.66381 3.99154 5.30306
H -3.07286 5.20755 4.31489
H -2.65373 5.24975 8.77128
H -1.18779 6.04703 8.11920
C -4.64924 8.78918 -3.41449
C -5.39777 8.87398 -4.87187
C -6.31092 7.65041 -4.85545
S -5.28050 6.32567 -4.04860
O -4.83683 5.25146 -5.00737
O -6.02552 5.85688 -2.84376
C -3.88652 7.42257 -3.53744
H -5.35285 9.02276 -2.61545
H -4.08521 9.71012 -3.26667
H -4.78445 8.58401 -5.72501
H -5.96729 9.77463 -5.10119
H -6.73310 7.20539 -5.75646
H -7.20662 7.71176 -4.23735
H -3.05733 7.42079 -4.24492
H -3.48162 6.90913 -2.66536
C 7.72077 1.92498 0.48295
C 6.76670 3.10959 0.28236
C 7.78734 4.37300 0.24994
S 9.28309 3.80428 -0.61616
O 10.45638 3.94198 0.29675
O 9.39273 4.39521 -1.95646
C 8.73919 2.00816 -0.75429
H 7.17188 0.99610 0.63792
H 8.28200 2.09731 1.40133
H 6.10444 3.27031 1.13305
H 6.09159 2.94505 -0.55744
H 8.46290 4.44396 1.10240
H 7.54052 5.40451 -0.00135
H 9.66730 1.44858 -0.87083
H 8.06799 1.99681 -1.61304
C 5.93066 -7.27984 -3.36937
C 6.74449 -7.79497 -4.56463
C 7.79224 -8.73600 -3.80261
S 7.25235 -9.30124 -2.07809
O 8.20198 -8.80550 -1.05568
O 7.03027 -10.73776 -2.09137
C 5.70791 -8.37817 -2.29335
H 4.93963 -6.96431 -3.69557
H 6.36708 -6.36583 -2.96661
H 7.17866 -6.99429 -5.16340
H 6.12915 -8.35482 -5.26891
H 8.55877 -8.06653 -3.41230
H 8.24231 -9.56366 -4.35079
H 5.32843 -7.85780 -1.41398
H 5.01502 -9.18840 -2.52033
C -2.71747 -5.67083 6.35082
C -4.21310 -5.77132 6.42496
C -4.75292 -5.72138 4.97381
S -3.87618 -4.22225 4.39593
O -4.46308 -2.97105 4.96972
O -3.52503 -4.27533 2.97616
C -2.34986 -4.58854 5.43279
H -2.24023 -6.61055 6.07287
H -2.25416 -5.54429 7.32932
H -4.70640 -4.97693 6.98504
H -4.52032 -6.65769 6.98001
H -5.79495 -5.40282 5.00197
H -4.44160 -6.61719 4.43649
H -1.89116 -3.61766 5.62013
H -1.62430 -5.12336 4.81992